Molecular formula: C5H10O
Method: DFT, the ωB97M-V functional and the def2-TZVPD basis

Computed properties:
ΔE to the lowest compared entry with this formula, charge and spin: 212.4 kcal/mol
Total charge: 0
Spin multiplicity: 1
HOMO-LUMO gap (spin up / spin down): 7.6 / 7.1 eV
Max |F|: 5.0 eV Å⁻¹
Calculated total energy: -7385.5541 eV

Each line ends with the Löwdin charge.
Cartesian coordinates (Å):
O -1.037 -0.104 1.876  -0.35
C -0.940 0.105 -0.623  -0.03
C -0.035 -1.039 -0.877  -0.18
C 0.828 -0.903 0.392  -0.22
C 1.216 0.586 0.295  -0.18
C -0.086 1.264 -0.244  -0.20
H -2.847 -0.186 1.114  0.22
H -1.962 0.157 -1.008  0.09
H -0.472 -2.001 -1.148  0.12
H 0.595 -0.733 -1.746  0.14
H 1.595 -1.659 0.511  0.11
H 0.095 -0.976 1.245  0.03
H 1.507 1.002 1.260  0.11
H 2.049 0.728 -0.405  0.11
H -0.597 1.875 0.497  0.10
H 0.091 1.884 -1.139  0.13

---

Molecular formula: C16H28Cl11NOP
Method: DFT, the ωB97M-V functional and the def2-TZVPD basis

Computed properties:
Total charge: +1
Spin multiplicity: 1
HOMO-LUMO gap: 7.6 eV
Max |F|: 2.1 eV Å⁻¹
Calculated total energy: -167614.7688 eV

Each line ends with the Löwdin charge.
Cartesian coordinates (Å):
C 1.863 -3.807 2.528  -0.23
P 1.106 -2.243 1.937  0.86
O 1.794 -1.041 2.797  -0.31
C -0.625 -2.371 2.570  -0.34
C -0.988 -1.827 3.788  -0.01
N -2.260 -1.937 4.211  0.12
C -3.208 -2.549 3.490  -0.08
C -2.901 -3.110 2.277  -0.10
C -1.596 -3.033 1.806  -0.66
Cl -1.185 -3.759 0.327  0.79
H 2.556 -3.562 3.331  0.05
H 2.331 -4.320 1.699  0.04
H 1.103 -4.464 2.947  0.04
H 1.864 -0.267 2.222  -0.01
H -0.252 -1.305 4.379  0.14
H -2.512 -1.546 5.109  0.19
H -4.208 -2.591 3.884  0.07
H -3.643 -3.631 1.697  0.12
Cl 2.457 4.835 -0.159  0.58
C 3.243 3.502 0.723  -0.64
C 2.708 2.164 0.291  -0.67
Cl 0.997 1.937 0.793  0.54
H 3.095 3.671 1.787  0.07
H 4.309 3.557 0.509  0.08
H 3.289 1.366 0.752  0.07
H 2.756 2.034 -0.790  -0.03
Cl 1.475 1.517 -5.134  0.56
C 1.833 -0.013 -4.292  -0.71
C 2.188 0.207 -2.846  -0.64
Cl 3.757 1.043 -2.658  0.59
H 2.639 -0.511 -4.825  0.05
H 0.942 -0.631 -4.358  0.04
H 2.277 -0.754 -2.340  0.06
H 1.429 0.798 -2.336  0.06
Cl 4.181 -3.116 -6.415  0.55
C 2.961 -4.402 -6.246  -0.66
C 1.650 -3.865 -5.736  -0.64
Cl 1.776 -3.306 -4.044  0.57
H 3.364 -5.163 -5.583  0.07
H 2.817 -4.841 -7.232  0.08
H 0.892 -4.645 -5.760  0.07
H 1.304 -3.028 -6.339  0.07
Cl -3.921 -0.333 0.831  0.58
C -5.605 -0.685 0.334  -0.62
C -6.544 -0.621 1.508  -0.61
Cl -6.247 -1.975 2.641  0.60
H -5.626 -1.665 -0.137  0.07
H -5.873 0.061 -0.411  0.08
H -7.578 -0.708 1.180  0.08
H -6.436 0.313 2.054  0.08
Cl -1.877 6.971 1.003  0.53
C -0.148 7.406 0.933  -0.67
C 0.433 7.654 2.300  -0.68
Cl -0.222 9.128 3.057  0.54
H -0.049 8.280 0.295  0.07
H 0.370 6.571 0.467  0.01
H 1.510 7.789 2.217  0.07
H 0.238 6.820 2.970  0.07

---

Molecular formula: C15H19NO4
Method: DFT, the ωB97M-V functional and the def2-TZVPD basis

Computed properties:
ΔE to the lowest compared entry with this formula, charge and spin: 19.6 kcal/mol
Total charge: 0
Spin multiplicity: 1
HOMO-LUMO gap: 9.7 eV
Max |F|: 0.6 eV Å⁻¹
Calculated total energy: -25544.1337 eV

Each line ends with the Löwdin charge.
Cartesian coordinates (Å):
O 3.480 2.996 0.509  0.12
C 3.923 1.904 0.282  -0.52
O 5.239 1.678 0.152  0.11
C 3.138 0.631 0.090  -0.06
C 1.702 0.716 0.616  -0.25
C 0.821 1.612 -0.278  -0.04
C -0.576 1.619 0.317  -0.46
O -0.792 2.121 1.403  0.06
N -1.572 1.016 -0.381  -0.03
C -1.431 0.344 -1.661  -0.12
C -2.810 -0.060 -2.181  -0.19
O -3.490 -0.931 -1.309  -0.12
C -3.306 -0.617 0.064  -0.16
C -2.852 0.821 0.275  -0.11
C 1.059 -0.645 0.732  -0.20
C 1.148 -1.585 -0.289  -0.05
C 0.497 -2.803 -0.188  -0.08
C -0.258 -3.098 0.933  -0.09
C -0.353 -2.169 1.956  -0.08
C 0.303 -0.955 1.856  -0.03
H 5.737 2.503 0.266  0.13
H 3.680 -0.174 0.591  0.14
H 3.149 0.415 -0.981  0.13
H 1.723 1.177 1.608  0.15
H 1.213 2.629 -0.236  0.13
H 0.842 1.255 -1.304  0.11
H -0.972 1.014 -2.394  0.13
H -0.811 -0.556 -1.555  0.11
H -2.706 -0.602 -3.124  0.13
H -3.410 0.844 -2.368  0.13
H -2.554 -1.298 0.489  0.11
H -4.263 -0.796 0.561  0.13
H -3.598 1.520 -0.119  0.13
H -2.711 1.029 1.337  0.13
H 1.728 -1.370 -1.175  0.11
H 0.577 -3.521 -0.991  0.10
H -0.771 -4.045 1.008  0.10
H -0.941 -2.391 2.835  0.11
H 0.217 -0.230 2.652  0.12

---

Molecular formula: C41H37FN3P2STeW
Method: DFT, the ωB97M-V functional and the def2-TZVPD basis

Computed properties:
Total charge: -1
Spin multiplicity: 1
HOMO-LUMO gap (spin up / spin down): 6.0 / 6.0 eV
Max |F|: 1.9 eV Å⁻¹
Calculated total energy: -88831.8015 eV

Each line ends with the Löwdin charge.
Cartesian coordinates (Å):
W 0.505 0.665 -0.264  0.77
Te -3.552 -0.156 1.274  1.29
C -4.554 -0.510 3.106  -0.52
C -5.784 -1.154 3.140  -0.15
C -6.375 -1.393 4.365  -0.19
N -5.845 -1.029 5.523  0.04
C -4.674 -0.410 5.483  -0.17
C -3.991 -0.132 4.316  -0.12
C -1.641 -0.215 2.270  -0.86
P -0.620 -1.655 1.895  0.91
C -1.829 -2.820 2.650  -0.40
C -2.904 -3.392 1.972  -0.15
C -3.904 -4.041 2.674  -0.10
C -3.859 -4.108 4.054  -0.11
C -2.783 -3.565 4.733  -0.10
C -1.774 -2.933 4.034  -0.12
C -0.816 -2.223 0.158  -0.39
C -0.603 -3.548 -0.072  -0.13
C -1.089 -4.197 -1.239  -0.08
C -1.805 -3.523 -2.166  -0.04
C -1.830 -2.071 -2.160  -0.19
C -1.242 -1.361 -0.934  -0.32
P -0.562 1.113 1.797  0.63
C 0.589 1.355 3.169  -0.38
C 0.803 0.394 4.143  -0.10
C 1.785 0.590 5.098  -0.09
C 2.568 1.732 5.068  -0.10
C 2.357 2.698 4.095  -0.09
C 1.360 2.516 3.158  -0.15
C -1.647 2.551 2.038  -0.39
C -2.311 3.091 0.945  -0.16
C -3.308 4.032 1.121  -0.10
C -3.647 4.444 2.400  -0.10
C -2.974 3.924 3.494  -0.08
C -1.983 2.975 3.319  -0.09
H -6.258 -1.471 2.222  0.09
H -7.324 -1.911 4.429  0.09
H -4.273 -0.126 6.447  0.10
H -3.028 0.358 4.334  0.07
H -2.960 -3.348 0.891  0.08
H -4.730 -4.485 2.135  0.10
H -4.665 -4.578 4.600  0.10
H -2.741 -3.627 5.811  0.10
H -0.931 -2.502 4.559  0.09
H -0.212 -4.152 0.738  0.11
H -1.024 -5.275 -1.282  0.10
H -2.381 -4.035 -2.921  0.10
H -2.681 -1.598 -2.648  0.14
H -1.732 -0.421 -0.650  0.03
H 0.199 -0.502 4.134  0.05
H 1.951 -0.150 5.868  0.10
H 3.359 1.868 5.794  0.09
H 2.977 3.585 4.060  0.10
H 1.180 3.257 2.391  0.06
H -2.031 2.767 -0.054  0.08
H -3.832 4.433 0.264  0.10
H -4.434 5.171 2.547  0.10
H -3.232 4.250 4.492  0.10
H -1.456 2.562 4.169  0.11
C 1.128 0.183 -2.854  -0.05
C -0.340 -0.227 -3.039  -0.58
C -1.244 0.981 -2.739  -0.03
C -0.551 -0.680 -4.488  -0.03
N -0.556 -1.405 -2.202  -0.01
H 1.350 1.071 -3.449  0.09
H 1.787 -0.628 -3.159  0.10
H 1.406 0.417 -1.798  -0.03
H -1.101 1.747 -3.498  0.09
H -0.982 1.451 -1.773  0.02
H -2.299 0.705 -2.712  0.09
H -0.223 0.098 -5.172  0.09
H -1.599 -0.894 -4.677  0.08
H 0.023 -1.583 -4.678  0.09
F 5.195 -3.245 1.176  0.01
C 4.168 -2.384 0.908  -0.29
C 3.236 -2.726 -0.052  -0.03
C 2.211 -1.833 -0.315  -0.15
C 2.085 -0.626 0.374  -0.33
C 3.063 -0.309 1.309  -0.13
C 4.103 -1.181 1.586  -0.02
H 3.317 -3.664 -0.584  0.11
H 1.493 -2.116 -1.079  0.07
H 3.013 0.635 1.835  0.08
H 4.853 -0.946 2.326  0.11
S 1.864 2.774 -0.165  0.62
C 1.324 3.242 -1.647  -0.91
N 0.979 3.602 -2.692  0.04

---

Molecular formula: C26H29BFeN11O4
Method: DFT, the ωB97M-V functional and the def2-TZVPD basis

Computed properties:
ΔE to the lowest compared entry with this formula, charge and spin: 11.0 kcal/mol
Total charge: -1
Spin multiplicity: 1
HOMO-LUMO gap (spin up / spin down): 6.9 / 7.0 eV
Max |F|: 1.1 eV Å⁻¹
Calculated total energy: -87084.7201 eV

Each line ends with the Löwdin charge.
Cartesian coordinates (Å):
Fe 0.996 0.415 0.670  0.49
N 4.145 1.200 1.777  0.02
C 4.487 -0.196 1.541  -0.20
C 3.397 -1.238 1.850  -0.54
O 3.803 -2.239 2.474  -0.06
N 2.149 -1.078 1.398  -0.01
C 1.259 -2.142 1.863  -0.14
C -0.170 -1.664 2.064  -0.65
O -1.019 -2.457 2.502  -0.03
O -0.419 -0.459 1.718  -0.09
H 4.931 1.795 1.547  0.07
H 3.914 1.357 2.749  0.06
H 5.341 -0.545 2.129  0.10
H 4.767 -0.292 0.488  0.08
H 1.612 -2.575 2.802  0.12
H 1.222 -2.989 1.163  0.12
C -2.057 2.923 -0.948  -0.06
C -1.592 1.673 -0.510  -0.11
N -0.340 1.774 -0.096  0.01
N 0.034 3.056 -0.257  -0.01
C -0.985 3.773 -0.759  -0.09
B 1.427 3.486 0.251  -0.51
N 1.499 3.147 1.749  -0.01
C 1.803 3.904 2.815  -0.09
C 1.686 3.120 3.946  -0.07
C 1.294 1.866 3.455  -0.13
N 1.192 1.900 2.138  0.02
N 2.484 2.639 -0.486  -0.01
C 3.581 3.023 -1.155  -0.09
C 4.212 1.892 -1.637  -0.06
C 3.407 0.836 -1.191  -0.18
N 2.376 1.302 -0.500  -0.01
H -3.030 3.167 -1.339  0.08
H -2.094 0.721 -0.464  0.09
H -0.871 4.828 -0.946  0.11
H 1.619 4.657 0.048  0.11
H 2.065 4.942 2.693  0.11
H 1.844 3.415 4.969  0.08
H 1.081 0.949 3.980  0.12
H 3.822 4.069 -1.253  0.11
H 5.114 1.838 -2.221  0.08
H 3.517 -0.228 -1.327  0.12
C -5.906 0.596 -1.432  -0.06
C -4.975 -0.509 -1.009  -0.30
C -4.690 -1.576 -1.853  -0.05
C -3.857 -2.613 -1.461  -0.02
C -3.260 -2.591 -0.203  -0.25
N -2.443 -3.631 0.272  0.14
C -1.711 -4.540 -0.453  -0.52
O -1.466 -5.659 -0.057  0.08
N -1.248 -4.126 -1.710  0.13
C -0.588 -2.911 -1.981  -0.20
C -0.093 -2.676 -3.256  -0.01
C 0.586 -1.496 -3.508  -0.06
C 0.765 -0.588 -2.478  -0.13
N 0.307 -0.812 -1.249  0.09
C -0.362 -1.935 -1.011  -0.04
C -3.525 -1.520 0.650  -0.01
C -4.378 -0.507 0.247  -0.06
H -5.875 0.747 -2.511  0.07
H -5.639 1.538 -0.951  0.07
H -6.940 0.371 -1.159  0.08
H -5.136 -1.608 -2.842  0.11
H -3.673 -3.438 -2.135  0.11
H -2.215 -3.610 1.264  0.13
H -0.882 -4.916 -2.219  0.14
H -0.242 -3.410 -4.039  0.11
H 0.974 -1.282 -4.494  0.10
H 1.282 0.349 -2.635  0.10
H -0.737 -2.058 -0.012  0.09
H -3.022 -1.479 1.610  0.11
H -4.557 0.322 0.923  0.12

---

Molecular formula: C7H14N2
Method: DFT, the ωB97M-V functional and the def2-TZVPD basis

Computed properties:
ΔE to the lowest compared entry with this formula, charge and spin: 152.9 kcal/mol
Total charge: +2
Spin multiplicity: 1
HOMO-LUMO gap: 9.5 eV
Max |F|: 4.9 eV Å⁻¹
Calculated total energy: -10441.4192 eV

Each line ends with the Löwdin charge.
Cartesian coordinates (Å):
C 2.637 0.713 -0.901  0.07
C 1.799 1.366 0.104  0.00
C -0.287 -1.299 1.705  -0.05
C -1.029 -2.206 0.813  -0.07
C 0.085 1.067 -1.841  0.06
C 0.170 -0.232 -1.195  0.16
C -2.166 0.270 0.619  0.08
N 1.191 0.712 -0.982  -0.14
N -0.998 -0.812 0.551  -0.09
H 3.193 1.244 -1.740  0.20
H 2.924 -0.243 -0.543  0.14
H 1.686 0.796 1.089  0.16
H 1.848 2.359 0.326  0.12
H -0.815 -1.085 2.580  0.12
H 0.853 -1.294 1.719  0.16
H -0.636 -3.033 0.279  0.13
H -2.056 -2.578 1.139  0.18
H 0.020 1.371 -2.899  0.18
H -0.475 1.852 -1.318  0.15
H 0.244 -1.147 -1.710  0.15
H -2.555 0.158 -0.417  0.12
H -2.943 0.179 1.407  0.13
H -1.595 1.123 0.827  0.06